Entry 1:
A 2-piece molecular cluster, C9H14O overall. Source: the Open Molecules 2025 dataset; level of theory: ωB97M-V/def2-TZVPD.

Each line ends with the Mulliken spin population.
CARTESIAN COORDINATES (ANGSTROEM)
C: -1.34109 -2.67253 -1.15127  0.006
C: -2.34251 -2.22132 -0.09637  -0.024
H: -0.35356 -2.76990 -0.70346  0.002
H: -1.57552 -3.65408 -1.52056  -0.003
H: -1.24088 -1.94727 -1.95134  0.003
H: -3.12196 -1.59784 -0.52186  0.001
H: -1.83435 -1.61648 0.65631  0.019
H: -2.86874 -2.96379 0.51217  -0.003
C: 2.00709 1.90982 -2.00382  -0.004
C: -0.63692 1.37589 0.76760  0.479
C: 0.08141 1.91222 -0.36757  0.070
C: -0.07916 0.21102 1.33417  -0.147
C: 1.20101 1.30145 -0.87485  -0.247
C: 0.97589 -0.48260 0.79688  0.071
C: 1.66666 0.08154 -0.32963  0.553
O: -0.74864 -0.42555 2.38883  0.004
H: -1.32615 1.98645 1.33691  0.052
H: -0.32450 2.81414 -0.82205  0.007
H: -1.15100 0.22012 2.97292  0.010
H: 1.16510 -1.42365 1.30213  0.023
H: 1.98713 1.22318 -2.86255  0.004
H: 3.04517 1.92549 -1.66475  -0.018
H: 2.40138 -0.47589 -0.90442  0.127
H: 1.65980 2.88701 -2.33199  0.014

Atoms 1-6, force components in eV/Å:
C 0.229 -0.243 0.793
C -0.069 0.697 0.681
H 0.109 0.123 0.054
H -0.280 -0.426 -0.623
H -0.101 0.007 -0.147
H -0.149 0.154 -0.152

Summary:
Orbital gap (alpha / beta) in eV: 3.295 / 7.101
Multiplicity: 2
Net charge: -1
Expectation value of S²: 0.76

Entry 2:
A 2-piece molecular cluster, C9H14O overall. Source: the Open Molecules 2025 dataset; level of theory: ωB97M-V/def2-TZVPD.

Each line ends with the natural charge from an NBO analysis.
CARTESIAN COORDINATES (ANGSTROEM)
C: 0.46870 -2.45000 1.75560  -0.612
C: 0.10661 -1.40847 2.82440  -0.618
H: 0.66109 -1.96395 0.79345  0.209
H: 1.38531 -3.01029 1.98534  0.198
H: -0.24427 -3.24824 1.65180  0.202
H: -0.33264 -0.58313 2.30637  0.207
H: 1.03932 -0.94575 3.16656  0.205
H: -0.56751 -1.80468 3.58550  0.208
C: -2.05338 1.61861 1.06946  -0.627
C: -1.38568 0.24407 -0.92239  -0.185
C: -0.99547 1.08360 0.11989  -0.048
C: -0.44452 -0.24182 -1.81027  -0.288
C: 0.34716 1.31152 0.36592  -0.191
C: 0.89613 0.10470 -1.60899  0.301
C: 1.31199 0.83989 -0.51853  -0.265
O: 1.87643 -0.25810 -2.50690  -0.681
H: -2.40197 -0.12804 -0.87780  0.212
H: -0.53641 -0.81302 -2.71624  0.208
H: -1.83428 2.65560 1.30485  0.220
H: -2.06395 1.07818 2.02107  0.215
H: 0.65404 1.85853 1.25047  0.213
H: 2.35907 0.97400 -0.32832  0.226
H: 1.59363 -1.01478 -3.04676  0.476
H: -3.04669 1.42798 0.67097  0.215

Atoms 1-6, force components in eV/Å:
C 0.928 -0.215 0.107
C 0.793 -0.271 -0.838
H -0.237 -0.145 0.053
H 0.012 0.328 0.198
H -0.753 -0.023 -0.268
H -0.927 0.474 -0.150

Summary:
Orbital gap in eV: 9.295

Entry 3:
A 2-piece molecular cluster, C9H14O overall. Source: the Open Molecules 2025 dataset; level of theory: ωB97M-V/def2-TZVPD.

Each line ends with the natural charge from an NBO analysis.
CARTESIAN COORDINATES (ANGSTROEM)
C: -0.56192 -2.06718 2.49344  -0.630
C: -0.82816 1.23839 0.54664  -0.298
C: -0.78983 0.30563 1.60149  -0.168
C: -1.39336 0.69793 -0.63978  0.309
C: -1.06015 -1.08096 1.43402  -0.084
C: -1.84360 -0.57908 -0.81545  -0.287
C: -1.64075 -1.44827 0.26708  -0.170
O: -1.82170 1.59673 -1.56312  -0.701
H: -0.49519 2.28754 0.59225  0.228
H: -0.55823 0.72279 2.58944  0.207
H: -2.12439 2.48272 -1.16989  0.487
H: -2.27733 -0.94099 -1.73114  0.234
H: 0.22897 -1.60056 3.23366  0.222
H: -0.07023 -2.91154 1.94381  0.226
H: -2.09472 -2.53582 0.30881  0.208
H: -1.38936 -2.43027 3.17264  0.220
C: 2.41046 0.39269 -0.90303  -0.636
C: 2.35352 1.24029 -2.24038  -0.617
H: 2.26066 -0.74449 -1.02057  0.208
H: 3.28580 0.56374 -0.28949  0.203
H: 1.48072 0.48765 -0.14204  0.215
H: 3.34871 1.28587 -2.65870  0.207
H: 1.68083 0.76402 -2.95600  0.211
H: 1.89926 2.27315 -2.05369  0.205

Atoms 1-6, force components in eV/Å:
C 0.332 0.211 1.255
C -0.819 -2.475 0.166
C 0.713 1.084 -0.085
C -0.774 2.410 0.803
C 1.200 1.950 1.726
C 0.722 -1.328 1.310

Summary:
Orbital gap in eV: 9.134

Entry 4:
A 2-piece molecular cluster, C9H14O overall. Source: the Open Molecules 2025 dataset; level of theory: ωB97M-V/def2-TZVPD.

Each line ends with the natural charge from an NBO analysis.
CARTESIAN COORDINATES (ANGSTROEM)
C: -2.90428 -0.41808 -1.36230  -0.633
C: -0.50751 -0.35027 1.48885  -0.301
C: -1.62267 -0.14586 0.66888  -0.181
C: 0.49806 -1.19336 1.01727  0.315
C: -1.63406 -0.72714 -0.61021  -0.058
C: 0.52297 -1.80055 -0.22894  -0.280
C: -0.56010 -1.57087 -1.01366  -0.178
O: 1.58221 -1.34070 1.77323  -0.682
H: -0.41182 0.11273 2.44497  0.209
H: -2.65258 0.15559 0.99505  0.217
H: 1.46663 -1.14154 2.70449  0.485
H: 1.41125 -2.22688 -0.62068  0.231
H: -2.86182 -0.82733 -2.31164  0.211
H: -2.74770 0.71020 -1.45217  0.220
H: -0.55958 -2.02865 -2.08074  0.211
H: -3.90523 -0.67957 -1.00732  0.222
C: 1.38582 2.25577 -0.10542  -0.621
C: 2.36352 1.10779 0.05327  -0.624
H: 1.17133 2.85599 0.74708  0.202
H: 1.77240 2.90809 -0.89819  0.201
H: 0.30495 2.00521 -0.34675  0.207
H: 3.38970 1.51689 0.03526  0.203
H: 2.28877 0.36819 -0.83833  0.201
H: 2.20976 0.45435 0.94799  0.222

Atoms 1-6, force components in eV/Å:
C 1.156 2.250 0.180
C -0.939 -0.571 -1.358
C -0.347 -1.468 -0.095
C -0.550 0.905 0.597
C -0.286 -1.170 1.388
C -0.492 1.134 0.772

Summary:
Orbital gap in eV: 9.049

Entry 5:
A 2-piece molecular cluster, C9H14O overall. Source: the Open Molecules 2025 dataset; level of theory: ωB97M-V/def2-TZVPD.

Each line ends with the natural charge from an NBO analysis.
CARTESIAN COORDINATES (ANGSTROEM)
C: 1.17355 2.44150 -2.26317  -0.625
C: 1.26598 0.18431 -1.20414  -0.186
C: 0.46666 1.12153 -1.94126  -0.037
C: 0.61830 -0.94919 -0.79368  -0.273
C: -0.81518 0.80352 -2.34270  -0.207
C: -0.63556 -1.34129 -1.23406  0.295
C: -1.37858 -0.45028 -2.01424  -0.278
O: -1.14846 -2.55590 -0.90327  -0.674
H: 2.24058 0.52769 -0.86809  0.216
H: 1.19689 -1.73105 -0.22932  0.222
H: 0.78596 3.26721 -1.65232  0.216
H: 0.98901 2.75724 -3.28980  0.214
H: -1.38245 1.54723 -2.91262  0.213
H: -2.40139 -0.66263 -2.33642  0.208
H: -2.04697 -2.68939 -1.20483  0.485
H: 2.24978 2.28050 -2.08763  0.211
C: 0.16654 0.00182 3.79452  -0.607
C: -0.38758 -1.19590 3.02970  -0.615
H: -0.49354 0.22912 4.65698  0.197
H: 1.18205 -0.08364 4.21447  0.204
H: 0.09122 0.87246 3.14204  0.202
H: -0.36926 -2.09248 3.66584  0.205
H: 0.04937 -1.22453 2.04001  0.212
H: -1.41692 -1.05785 2.73401  0.203

Atoms 1-6, force components in eV/Å:
C -0.587 -0.380 0.033
C -2.406 1.760 -0.559
C 1.976 0.130 0.287
C 1.869 -2.775 0.882
C -0.212 -0.457 0.164
C -1.463 1.167 -0.992

Summary:
Orbital gap in eV: 9.214

Entry 6:
A 2-piece molecular cluster, C9H14O overall. Source: the Open Molecules 2025 dataset; level of theory: ωB97M-V/def2-TZVPD.

Each line ends with the natural charge from an NBO analysis.
CARTESIAN COORDINATES (ANGSTROEM)
C: 2.84769 0.63102 0.99513  -0.635
C: -0.49028 -0.46086 -1.55372  0.277
C: 0.11910 0.78428 -1.80174  -0.270
C: -0.04169 -1.41940 -0.59255  -0.222
C: 1.30779 1.13733 -1.07397  -0.216
C: 1.11774 -1.06536 0.20913  -0.214
C: 1.72079 0.25028 -0.03076  -0.007
O: -1.78737 -0.86444 -1.92050  -0.712
H: -0.43504 1.51412 -2.41114  0.224
H: -2.00570 -0.79674 -2.91786  0.483
H: -0.46307 -2.31643 -0.37125  0.217
H: 1.86262 2.00430 -1.24736  0.213
H: 1.55374 -1.58497 1.04342  0.212
H: 2.26918 0.54842 1.99957  0.217
H: 3.22367 1.65018 0.78702  0.218
H: 3.60202 -0.12924 0.99912  0.217
C: -2.30120 -0.18086 2.61710  -0.605
C: -1.61910 0.95226 1.84778  -0.602
H: -1.95496 -0.03100 3.68856  0.189
H: -3.29534 -0.22441 2.74828  0.203
H: -1.79652 -1.14116 2.34187  0.204
H: -2.17388 1.12640 0.98525  0.203
H: -0.49891 0.63553 1.61338  0.209
H: -1.55382 1.88836 2.40667  0.198

Atoms 1-6, force components in eV/Å:
C -2.925 0.148 0.141
C -0.698 -1.246 1.487
C 0.127 -0.444 0.761
C 4.790 4.174 0.907
C -1.819 -3.707 1.199
C -1.400 3.127 -2.750

Summary:
Orbital gap in eV: 9.284

Let's list relative energy (zero: lowest compared OMol25 entry of this formula, charge and spin) in order: 21.79; 51.34; 171.61; 144.14; 60.12; 198.75 kJ/mol.
Let's list strongest force on any atom in order: 1.0; 1.6; 3.6; 3.6; 3.5; 6.4 eV/A.
Let's list energy in order: -11606.092; -11607.105; -11605.858; -11606.143; -11607.014; -11605.577 eV.